(1)
A 4-piece molecular cluster, C16H26O10 overall. Source: the OMol25 dataset; level of theory: the ωB97M-V functional and the def2-TZVPD basis.

Structure (XYZ):
```
52
Properties=species:S:1:pos:R:3:forces:R:3
C 2.69088 0.12929 4.22289 0.9406 0.4208 -0.2520
C 1.25352 -0.18517 3.88469 -1.9200 -0.4639 0.3255
C 0.57615 1.16057 3.44025 0.8523 -1.4551 0.0305
O 1.65608 2.04300 3.25471 -0.4266 0.5010 -0.3562
C 2.78958 1.63824 3.99543 -0.2333 0.5204 0.1177
H 3.41025 -0.38021 3.58001 -0.2141 -0.1145 -0.1046
H 3.03245 -0.04283 5.24332 -0.4551 -0.4257 0.0714
H 0.65716 -0.59683 4.70728 0.3859 0.1867 0.3063
H 1.08339 -0.95643 3.12921 0.6371 0.1742 -0.2952
H -0.17030 1.45974 4.18266 0.2248 0.4273 0.0342
H 0.07855 1.00534 2.48029 -0.0496 0.3254 -0.0110
H 2.78785 2.16307 4.95950 0.1051 0.0198 -0.0298
H 3.65434 1.95990 3.41554 0.0911 -0.0948 0.1272
C -1.26707 3.03846 -3.15559 -1.0230 1.2993 0.1817
C -0.91671 3.00595 -1.67674 -0.3576 -0.7916 -0.3222
C -1.23143 1.66970 -1.00708 0.6997 -0.6362 0.2331
O -0.01972 1.38331 -0.27585 0.2812 -0.6164 -0.2874
C 1.01390 2.12308 -0.76801 -1.6777 0.7792 0.5497
O 2.14290 2.02119 -0.44965 0.7123 -0.3856 -0.1398
O 0.49560 3.08655 -1.55932 0.8820 0.2876 -0.1232
H -1.16084 4.07294 -3.49333 0.1999 -0.0911 -0.1329
H -2.33857 2.84499 -3.27103 0.0740 -0.2399 -0.0067
H -0.70458 2.40807 -3.83763 0.2177 -0.3292 0.4338
H -1.38707 3.81035 -1.10966 0.1745 0.2472 -0.2210
H -1.39193 0.90640 -1.77388 0.1245 -0.1131 0.0466
H -2.01270 1.56866 -0.25908 -0.3332 0.5998 -0.2393
C -2.20119 -1.66514 -0.23697 0.4195 0.8275 0.1740
C -2.94673 -1.45107 1.06107 0.4398 0.3430 -0.3158
C -2.02766 -1.46186 2.25080 0.6300 -1.0527 0.3757
O -2.68014 -0.63574 3.19895 -0.3244 0.3888 0.1200
C -3.36867 0.29931 2.48535 0.5542 -1.0836 -0.5096
O -3.83636 1.28970 2.90837 -0.3528 0.6677 0.3311
O -3.40442 -0.09228 1.17737 -0.7160 0.2723 -0.2536
H -1.46700 -0.85870 -0.31003 0.2060 -0.2060 0.0857
H -2.78586 -1.56924 -1.14956 -0.3384 -0.4341 0.1687
H -1.65694 -2.60675 -0.17079 -0.1411 -0.1184 -0.2734
H -3.77968 -2.15187 1.16082 -0.1162 0.2025 0.1658
H -1.05270 -1.01504 2.03330 -0.0456 -0.0374 -0.2541
H -1.86355 -2.46345 2.65226 -0.1210 0.1566 0.2022
C 1.37884 -1.56020 -1.88831 0.7395 1.1344 0.4050
C 1.89349 -1.78291 -3.29130 -0.1931 -1.1124 -0.1367
C 1.60790 -3.18490 -3.85052 1.0681 -0.6134 1.3842
O 1.26779 -2.96020 -5.18494 -0.4585 -0.5314 -0.4974
C 0.78211 -1.70796 -5.30518 0.2554 -0.0502 0.4075
O 0.13287 -1.32594 -6.21528 -0.0932 0.3557 -0.2646
O 1.15301 -0.98099 -4.22578 -0.1619 0.4738 -0.0288
H 1.08674 -0.50853 -1.82250 -0.5780 -0.1879 -0.0625
H 2.16367 -1.54790 -1.12738 0.1758 -0.5839 -0.1990
H 0.59273 -2.24244 -1.57714 -0.1821 0.1242 -0.1649
H 2.96600 -1.59889 -3.39164 -0.1695 0.5005 -0.0027
H 0.84636 -3.70724 -3.25504 -0.4319 0.2794 -0.5106
H 2.47768 -3.84708 -3.78487 0.0227 0.2530 -0.2828
```
Positions in Å, forces in eV/Å.

Output
* HOMO level: -9.48 eV
* E_tot: -37488.3628 eV
* SMILES: C[C@H]1COC(=O)O1.C[C@H]1COC(=O)O1.C[C@H]1COC(=O)O1.C1CCOC1
* relative energy (zero: lowest compared OMol25 entry of this formula, charge and spin): 170.5 kJ/mol
* frontier orbital gap: 9.83 eV
* total charge: 0

***

(2)
C11H24B2Cl2InO9 as an isolated structure. Source: the OMol25 dataset; level of theory: the ωB97M-V functional and the def2-TZVPD basis.

Structure (XYZ):
```
49
Properties=species:S:1:pos:R:3:forces:R:3
C -1.28582 3.97546 -1.16636 -0.0574 0.6829 -0.2239
O -1.72356 3.10571 -2.24445 1.0587 -1.4431 0.5928
B -1.06003 1.82239 -2.22136 0.0761 0.8658 -1.6809
O -1.04411 1.10798 -3.49230 -1.4702 0.8137 1.8349
In -0.12961 0.87731 -0.37361 -0.2400 -0.1610 0.2588
B -0.97345 -1.25250 -0.08022 1.0501 -0.1411 -0.0295
C -2.39246 -1.42370 0.68545 -0.4842 -0.2748 -0.8173
O -0.16877 -2.32483 -0.60168 -0.7024 0.9688 1.3542
C 2.12076 0.64199 -0.44981 2.4696 0.0792 2.8065
Cl 3.02354 0.35832 -2.02973 -0.6536 0.2973 1.2925
C 2.88407 0.68384 0.74440 -1.6061 -0.3990 -2.1717
C 2.27775 0.92670 2.18419 0.3855 0.0947 -0.1368
Cl 4.72207 0.46543 0.69088 -1.5248 0.2516 0.3513
H -1.72763 5.00873 -1.39557 0.5964 -1.4083 0.4108
H -0.14391 4.04506 -1.21859 -1.6159 0.0093 0.4807
H -1.64190 3.59917 -0.14870 0.6624 0.5337 -1.3879
H -1.98477 1.09973 -3.77207 0.7285 0.1866 -0.3491
H -0.56394 1.86380 1.06980 0.2154 -0.0301 -0.1442
H -2.87047 -0.39811 0.83422 0.6726 -1.3838 -0.0487
H -3.08200 -2.01521 -0.01472 0.6267 0.4817 1.1142
H -2.30001 -1.94141 1.69287 -0.1493 0.4824 -1.2157
H 0.75667 -1.99658 -0.60125 -0.9183 -0.2264 -0.4012
H 1.15580 0.76918 2.24190 1.4080 0.1877 -0.5127
H 2.73743 0.25456 2.98789 -0.3255 0.9170 -1.2981
H 2.46976 2.01519 2.44752 -0.1682 -1.3036 -0.1071
C 1.96471 -2.63533 -3.86151 -0.3739 0.3712 0.3397
O 2.81104 -3.45557 -4.67419 0.3576 -0.5049 0.0000
C 3.44768 -4.42336 -4.00448 -0.2920 0.4346 -0.0802
O 3.36332 -4.64351 -2.82375 0.1187 -0.1088 -0.3005
O 4.20084 -5.11030 -4.88174 -0.0378 0.0306 0.0028
C 4.94016 -6.18017 -4.30054 0.1828 -0.2285 0.0737
H 1.50290 -1.88921 -4.50760 0.2029 -0.1621 -0.1138
H 1.17348 -3.23253 -3.40385 0.1718 0.0185 0.0692
H 2.54753 -2.11683 -3.09797 -0.1073 -0.1836 -0.0479
H 4.26762 -6.91867 -3.85951 0.0720 0.1442 0.1155
H 5.64163 -5.80302 -3.55370 -0.1822 -0.0594 0.0581
H 5.50850 -6.66169 -5.09667 -0.1538 0.2167 -0.0993
C -3.85613 3.87573 2.44585 0.0451 0.1044 -0.4789
O -3.91052 3.77705 3.86930 0.0166 -0.1319 0.3067
C -3.37027 2.65155 4.35872 0.0355 0.0344 -0.1815
O -2.87165 1.77021 3.71186 -0.1878 0.1625 0.2718
O -3.48344 2.68202 5.69723 -0.0646 0.1312 -0.1034
C -2.94425 1.53649 6.35213 0.1365 -0.2655 0.2096
H -4.31890 4.82072 2.16089 -0.0079 -0.0390 0.3010
H -2.82094 3.87823 2.09903 -0.1011 -0.2150 0.0215
H -4.41597 3.06176 1.98136 0.2091 -0.0249 0.0460
H -1.87393 1.44860 6.15600 -0.1363 -0.0935 -0.1275
H -3.46894 0.63140 6.03994 0.1670 0.0605 -0.1038
H -3.08990 1.66822 7.42450 -0.1051 0.2272 -0.1507
```
Positions in Å, forces in eV/Å.

Output
* HOMO level: -4.04 eV
* E_tot: -61796.3733 eV
* frontier orbital gap: 6.57 eV
* total charge: -1

***

(3)
C28H36As2SiV as an isolated structure. Source: the OMol25 dataset; level of theory: the ωB97M-V functional and the def2-TZVPD basis.

Structure (XYZ):
```
68
Properties=species:S:1:pos:R:3:forces:R:3
C 0.93587 2.64112 0.64892 -0.4750 0.2829 0.1713
C -0.10711 2.76905 -0.31489 0.1469 0.2276 0.1094
C -1.35518 2.64544 0.36070 0.3605 0.3732 0.4921
H 0.01783 2.96436 -1.37618 -0.0441 -0.1675 0.2490
C -1.08979 2.45430 1.74833 0.3138 0.7329 -0.1673
C 0.32564 2.44672 1.93091 -0.2067 0.5504 0.0252
H 0.83105 2.37384 2.89027 -0.1014 -0.0548 -0.2572
H 1.99994 2.72313 0.44944 -0.2470 -0.0797 0.0605
H -2.33932 2.71598 -0.09521 0.2884 -0.1324 0.0701
H -1.83862 2.40297 2.53183 0.2589 -0.0934 -0.1170
V -0.20879 0.72940 0.62916 -0.3105 1.1121 -1.6436
C -1.18177 -2.19032 -3.77707 -0.1809 -0.5690 -0.6225
H -1.92230 -1.71939 -3.12506 0.3104 -0.1605 -0.2287
H -1.65533 -2.31574 -4.76593 0.2510 -0.2289 0.3836
H -0.29429 -1.56108 -3.92637 -0.4207 -0.1561 0.1647
Si -0.10092 -0.56920 -1.40316 0.5884 0.2086 -0.4367
C 1.58840 -0.63903 -2.19880 -0.1142 -0.0708 0.1511
C 2.34443 0.53980 -2.24827 0.3545 -0.2317 -0.1683
H 1.96449 1.45712 -1.78414 0.1241 -0.3133 -0.2053
C 3.57693 0.55143 -2.89882 -0.0396 0.0606 0.0290
H 4.14203 1.48299 -2.93922 -0.0261 -0.2837 -0.0605
C 4.06342 -0.61243 -3.50222 -0.1342 0.0382 0.0373
H 5.01904 -0.58808 -4.03152 -0.3241 -0.0593 0.1939
C 3.31911 -1.79367 -3.43660 -0.0330 0.0019 0.1065
H 3.69253 -2.70182 -3.90972 -0.0459 0.2293 0.1210
C 2.08663 -1.81391 -2.77328 0.3944 0.2506 -0.1449
H 1.49642 -2.73404 -2.71679 0.2764 0.3045 -0.1022
C -1.20354 0.53677 -2.48444 -0.3415 -0.5495 -0.1863
C -0.71112 1.11349 -3.66472 -0.2891 0.3381 0.0716
H 0.31685 0.91613 -3.98403 -0.3591 0.0935 0.1080
C -1.53111 1.93261 -4.45103 0.1563 -0.1423 0.2601
H -1.12568 2.36017 -5.36723 -0.1798 -0.0796 0.1686
C -2.83930 2.20884 -4.05044 0.0704 -0.1232 0.2929
H -3.47060 2.86506 -4.65111 0.1807 -0.1692 0.2164
C -3.33827 1.62826 -2.87570 -0.0880 -0.0313 -0.1737
H -4.34950 1.86753 -2.53843 0.2265 -0.1802 -0.2147
C -2.55056 0.74336 -2.13697 0.3562 0.5780 -0.2335
H -2.97635 0.22990 -1.26999 0.0560 0.1791 -0.1179
H -0.57111 -1.96042 -1.23828 -0.1701 -0.1274 -0.0055
H -0.86358 -3.15805 -3.34416 -0.3005 0.4121 -0.4119
C -1.98110 -2.65853 1.72869 -0.3010 0.2997 -0.3453
As -1.73579 -0.70980 1.73296 -0.4135 -1.2004 2.0659
C -3.53559 -0.01313 2.05739 0.2020 -0.4076 0.0457
C -0.73776 -0.54865 3.46578 -0.2092 0.2038 -0.2990
C -1.41436 -0.25181 4.64658 0.4385 -0.1043 0.1732
C -0.67209 -0.01677 5.81805 -0.2041 -0.1413 -0.2269
C 0.71433 -0.17738 5.81356 -0.0058 -0.0797 -0.1612
C 1.39166 -0.51682 4.63001 -0.5122 0.0815 0.2218
C 0.67109 -0.64124 3.44643 0.0252 0.0753 -0.6507
As 1.57765 -0.49230 1.64694 0.6864 -0.8830 1.4678
C 3.22890 0.45842 2.09248 0.0090 -0.1941 -0.0888
C 2.26754 -2.25851 1.14869 -0.1417 0.3192 0.1875
H -2.31172 -2.94588 0.72486 0.0525 -0.1268 0.2576
H -2.74990 -2.90543 2.47259 0.2546 0.0301 -0.2190
H -1.04224 -3.16367 1.97710 -0.1779 0.2286 -0.0767
H -3.99349 -0.58394 2.87124 -0.0852 0.1903 -0.2073
H -3.50495 1.05394 2.29080 0.0088 -0.2755 -0.0278
H -4.08911 -0.16626 1.12421 -0.0213 0.0239 0.2593
H -2.50679 -0.20426 4.65078 0.3857 0.1083 0.1282
H -1.20103 0.28232 6.72745 0.2900 -0.1660 -0.2735
H 1.28083 -0.02346 6.73085 -0.1436 -0.0555 -0.1985
H 2.46942 -0.66357 4.62635 -0.1518 0.1747 0.0978
H 3.97978 -0.26969 2.42391 -0.1533 0.2671 -0.0552
H 3.58094 0.95804 1.18207 -0.0146 -0.1376 0.2390
H 3.04614 1.19642 2.88009 0.0128 -0.1497 -0.2150
H 3.05415 -2.52620 1.86524 -0.2686 -0.0516 -0.2240
H 1.43965 -2.97428 1.18031 0.2745 0.0740 -0.0779
H 2.67741 -2.18015 0.13477 -0.1187 -0.0731 0.2184
```
Positions in Å, forces in eV/Å.

Output
* HOMO level (spin up / spin down): -10.50 / -10.33 eV
* E_tot: -184855.1278 eV
* spin multiplicity: 3
* frontier orbital gap (spin up / spin down): 6.55 / 6.96 eV
* total charge: +1

***

(4)
One molecule with the formula C10H13NO4S. Source: the OMol25 dataset; level of theory: the ωB97M-V functional and the def2-TZVPD basis.

Structure (XYZ):
```
29
Properties=species:S:1:pos:R:3:forces:R:3
O -3.69903 -1.33925 0.17485 -0.0871 -0.1194 0.0811
C -3.30356 -0.38366 -0.43361 -0.6551 0.1291 0.2219
O -2.70468 -0.43789 -1.62054 0.2635 0.1081 -0.6710
H -2.37919 -1.33214 -1.83132 -0.1649 0.0661 0.3013
C -3.40272 1.05642 0.03336 0.1155 -0.1732 0.0454
H -3.33830 1.70150 -0.84240 -0.0385 0.0490 0.0530
H -4.35258 1.21586 0.54225 -0.0032 -0.0661 -0.0888
C -2.24292 1.35726 0.99456 0.1033 -0.1629 -0.2573
H -2.14292 2.43820 1.10438 0.0141 -0.0478 0.0780
H -2.46851 0.93241 1.97399 -0.0053 0.0770 0.0822
C -0.90989 0.77161 0.51375 0.2006 0.6553 -0.0667
N -0.85161 -0.64437 0.78760 0.4685 -0.7975 -0.3172
S 0.11617 -1.67628 -0.08172 -0.2453 0.3065 0.4295
O -0.42143 -1.81744 -1.40531 0.3252 0.2911 -0.0745
O 0.25928 -2.84427 0.73079 0.1613 0.0735 0.2229
C 1.68200 -0.81743 -0.19343 -0.5391 -0.3295 -0.1113
C 2.54341 -0.87460 0.88419 0.0899 -0.0552 0.1771
C 3.74104 -0.18062 0.82825 -0.0774 -0.0283 0.0273
C 4.05571 0.56085 -0.30051 0.0192 0.0255 -0.0353
C 3.18346 0.60751 -1.37699 -0.0108 0.0117 0.0246
C 1.98506 -0.08628 -1.32428 -0.0415 0.0258 -0.1686
H 1.28778 -0.08614 -2.14706 -0.0342 0.0471 -0.1464
H 3.43707 1.18147 -2.25517 0.0116 0.0366 -0.0783
H 4.98932 1.10163 -0.34295 0.0778 0.0414 -0.0070
H 4.42808 -0.21977 1.65982 0.0462 -0.0189 0.0685
H 2.27217 -1.47591 1.73767 0.0520 -0.0567 0.1523
H -0.87494 -0.89810 1.76126 0.0313 -0.2003 0.1729
H -0.07553 1.30428 0.99644 -0.0988 -0.0774 -0.1479
H -0.81276 0.88509 -0.56786 0.0213 0.1894 0.0324
```
Positions in Å, forces in eV/Å.

Output
* HOMO level: -9.88 eV
* E_tot: -31096.3826 eV
* SMILES: O=C(O)CCCNS(=O)(=O)c1ccccc1
* relative energy (zero: lowest compared OMol25 entry of this formula, charge and spin): 28.1 kJ/mol
* frontier orbital gap: 10.40 eV
* total charge: 0